DFT (the ωB97M-V functional and the def2-TZVPD basis) results for a structure of composition C13H30ClO3P2Pt.

## Properties
E_LUMO (spin up / spin down), hartree: -0.3665 / -0.5515
Electronic energy, eV: -54423.2966
Charge: +3
HOMO energy (spin up / spin down), eV: -16.21 / -20.38
Gap between HOMO and LUMO (spin up / spin down), eV: 6.2 / 5.4
2S+1: 5

Geometry (Å):
C1 3.597 3.766 -1.264
C2 2.401 2.924 -1.110
H1 3.328 4.703 -1.770
H2 4.349 3.233 -1.863
H3 4.020 3.989 -0.273
O1 1.255 3.085 -1.430
Cl1 2.952 1.124 -0.229
Pt1 0.682 0.600 -0.214
P1 0.857 -0.403 -2.296
C3 -0.682 -0.474 -3.256
C4 2.080 0.317 -3.419
H4 1.911 -0.097 -4.421
H5 1.478 -2.648 -2.928
H6 3.093 0.069 -3.086
H7 2.358 -2.084 -1.465
H8 -1.047 0.551 -3.402
H9 1.957 1.407 -3.455
C5 1.388 -2.108 -1.977
H10 -0.472 -0.932 -4.232
H11 0.656 -2.612 -1.333
H12 -1.451 -1.052 -2.730
P2 0.421 1.487 1.902
C6 -1.258 2.030 2.321
C7 0.859 0.159 3.054
H13 2.540 2.616 2.231
H14 1.253 3.221 3.318
H15 1.276 3.717 1.601
C8 1.486 2.896 2.296
H16 1.904 -0.128 2.884
H17 0.728 0.511 4.085
H18 -1.253 2.462 3.331
H19 -1.967 1.194 2.281
H20 0.216 -0.713 2.876
H21 -1.570 2.794 1.598
C9 -1.081 -0.304 0.007
O2 -2.117 0.211 -0.376
C10 -3.205 -1.535 1.729
C11 -2.249 -2.276 0.825
C12 -1.829 -3.565 1.510
C13 -2.930 -2.622 -0.480
O3 -1.007 -1.532 0.616
H22 -4.066 -2.185 1.922
H23 -3.566 -0.619 1.251
H24 -2.740 -1.307 2.694
H25 -2.712 -4.185 1.706
H26 -1.150 -4.148 0.880
H27 -1.346 -3.368 2.473
H28 -3.286 -1.721 -0.988
H29 -2.266 -3.195 -1.135
H30 -3.797 -3.254 -0.257



DFT (the ωB97M-V functional and the def2-TZVPD basis) results for a structure of composition C25H35AuN10S.

## Properties
E_LUMO, hartree: -0.2441
Electronic energy, eV: -55908.2404
Relative energy (zero: lowest compared OMol25 entry of this formula, charge and spin), eV: 0.061
Charge: +2
HOMO energy, eV: -13.45
Gap between HOMO and LUMO, eV: 6.8

Geometry (Å):
Au1 0.430 0.531 0.410
N1 -0.085 0.765 4.644
C1 -0.167 0.710 3.314
S1 1.377 0.845 2.446
N2 -1.336 0.561 2.765
N3 -1.307 0.510 1.409
C2 -2.397 0.430 0.715
C3 -3.739 0.413 1.323
C4 -4.581 -0.674 1.089
C5 -5.842 -0.704 1.663
C6 -6.270 0.355 2.451
C7 -5.433 1.440 2.679
C8 -4.163 1.467 2.128
C9 -2.204 0.355 -0.748
C10 -3.249 0.319 -1.651
C11 -2.965 0.250 -3.010
C12 -1.648 0.221 -3.434
C13 -0.644 0.286 -2.482
N4 -0.923 0.362 -1.185
H1 0.795 0.879 5.116
H2 -0.930 0.727 5.192
H3 -4.245 -1.504 0.479
H4 -6.490 -1.553 1.494
H5 -7.258 0.335 2.890
H6 -5.770 2.265 3.292
H7 -3.505 2.305 2.315
H8 -4.268 0.352 -1.293
H9 -3.773 0.223 -3.729
H10 -1.392 0.162 -4.482
H11 0.404 0.292 -2.745
C14 5.015 1.956 0.531
N5 3.939 2.709 -0.099
C15 4.149 4.139 -0.336
C16 2.753 4.646 -0.692
N6 1.962 3.417 -0.758
C17 0.647 3.462 -1.355
C18 2.693 2.329 -0.442
N7 2.228 1.075 -0.529
C19 3.180 -0.044 -0.643
C20 2.503 -1.241 -1.278
N8 1.421 -1.651 -0.405
C21 0.847 -2.818 -0.507
N9 0.031 -3.289 0.475
C22 -0.159 -2.678 1.765
C23 -0.580 -4.560 0.126
C24 0.260 -5.001 -1.068
N10 0.877 -3.751 -1.509
C25 1.742 -3.813 -2.674
H12 5.631 2.670 1.072
H13 5.649 1.447 -0.194
H14 4.631 1.243 1.253
H15 4.872 4.292 -1.139
H16 4.538 4.604 0.568
H17 2.735 5.151 -1.657
H18 2.343 5.323 0.059
H19 0.326 4.502 -1.371
H20 -0.084 2.912 -0.770
H21 0.649 3.087 -2.383
H22 3.562 -0.355 0.331
H23 4.014 0.260 -1.273
H24 3.261 -2.016 -1.400
H25 2.170 -0.946 -2.281
H26 0.710 -2.069 2.011
H27 -0.256 -3.461 2.517
H28 -1.061 -2.059 1.811
H29 -1.636 -4.439 -0.135
H30 -0.514 -5.257 0.961
H31 -0.342 -5.425 -1.870
H32 1.023 -5.732 -0.785
H33 1.324 -4.556 -3.350
H34 2.760 -4.121 -2.428
H35 1.765 -2.869 -3.208



DFT (the ωB97M-V functional and the def2-TZVPD basis) results for a structure of composition C18H20FMnN2O6PS.

## Properties
E_LUMO (spin up / spin down), hartree: -0.0135 / -0.0154
Electronic energy, eV: -88421.2802
Relative energy (zero: lowest compared OMol25 entry of this formula, charge and spin), eV: 0.770
HOMO energy (spin up / spin down), eV: -8.20 / -8.49
Gap between HOMO and LUMO (spin up / spin down), eV: 7.8 / 8.1
2S+1: 6

Geometry (Å):
Mn1 -0.665 3.059 0.552
C1 2.343 -3.517 -2.150
C2 1.621 -2.537 -3.075
C3 0.691 -3.215 -4.072
C4 -0.455 -3.906 -3.345
C5 -1.144 -2.938 -2.418
C6 -2.455 -3.138 -2.048
C7 -3.089 -2.242 -1.193
F1 -4.367 -2.475 -0.853
C8 -2.449 -1.137 -0.707
C9 -1.118 -0.909 -1.072
C10 -0.429 0.262 -0.547
O1 -1.011 0.996 0.293
C11 0.907 0.460 -1.000
C12 1.481 -0.465 -1.818
N1 0.858 -1.564 -2.277
C13 -0.457 -1.809 -1.928
C14 1.738 1.679 -0.614
O2 2.952 1.558 -0.584
O3 1.061 2.747 -0.414
H1 2.873 -4.266 -2.740
H2 1.643 -4.022 -1.484
H3 3.069 -2.983 -1.536
H4 2.370 -1.968 -3.627
H5 1.261 -3.928 -4.667
H6 0.287 -2.457 -4.748
H7 -0.074 -4.754 -2.769
H8 -1.176 -4.305 -4.058
H9 -3.003 -3.992 -2.426
H10 -2.945 -0.429 -0.058
H11 2.510 -0.326 -2.126
C15 -1.574 3.063 5.321
O4 -0.523 2.379 4.632
P1 -0.488 2.361 3.003
O5 0.738 1.334 2.823
C16 0.546 -0.068 3.012
O6 0.290 3.730 2.603
C17 1.621 4.056 3.058
H12 -1.195 3.329 6.305
H13 -2.441 2.412 5.437
H14 -1.874 3.973 4.798
H15 1.446 -0.556 2.645
H16 -0.317 -0.426 2.446
H17 0.408 -0.292 4.070
H18 1.725 5.132 2.953
H19 2.356 3.550 2.435
H20 1.738 3.760 4.098
S1 -2.697 3.850 -0.510
C18 -1.647 5.043 0.009
N2 -0.938 5.894 0.372



Among the records above, which one has the lowest electronic energy?
C18H20FMnN2O6PS



Repeat the third record exactly.
DFT (the ωB97M-V functional and the def2-TZVPD basis) results for a structure of composition C18H20FMnN2O6PS.

## Properties
E_LUMO (spin up / spin down), hartree: -0.0135 / -0.0154
Electronic energy, eV: -88421.2802
Relative energy (zero: lowest compared OMol25 entry of this formula, charge and spin), eV: 0.770
HOMO energy (spin up / spin down), eV: -8.20 / -8.49
Gap between HOMO and LUMO (spin up / spin down), eV: 7.8 / 8.1
2S+1: 6

Geometry (Å):
Mn1 -0.665 3.059 0.552
C1 2.343 -3.517 -2.150
C2 1.621 -2.537 -3.075
C3 0.691 -3.215 -4.072
C4 -0.455 -3.906 -3.345
C5 -1.144 -2.938 -2.418
C6 -2.455 -3.138 -2.048
C7 -3.089 -2.242 -1.193
F1 -4.367 -2.475 -0.853
C8 -2.449 -1.137 -0.707
C9 -1.118 -0.909 -1.072
C10 -0.429 0.262 -0.547
O1 -1.011 0.996 0.293
C11 0.907 0.460 -1.000
C12 1.481 -0.465 -1.818
N1 0.858 -1.564 -2.277
C13 -0.457 -1.809 -1.928
C14 1.738 1.679 -0.614
O2 2.952 1.558 -0.584
O3 1.061 2.747 -0.414
H1 2.873 -4.266 -2.740
H2 1.643 -4.022 -1.484
H3 3.069 -2.983 -1.536
H4 2.370 -1.968 -3.627
H5 1.261 -3.928 -4.667
H6 0.287 -2.457 -4.748
H7 -0.074 -4.754 -2.769
H8 -1.176 -4.305 -4.058
H9 -3.003 -3.992 -2.426
H10 -2.945 -0.429 -0.058
H11 2.510 -0.326 -2.126
C15 -1.574 3.063 5.321
O4 -0.523 2.379 4.632
P1 -0.488 2.361 3.003
O5 0.738 1.334 2.823
C16 0.546 -0.068 3.012
O6 0.290 3.730 2.603
C17 1.621 4.056 3.058
H12 -1.195 3.329 6.305
H13 -2.441 2.412 5.437
H14 -1.874 3.973 4.798
H15 1.446 -0.556 2.645
H16 -0.317 -0.426 2.446
H17 0.408 -0.292 4.070
H18 1.725 5.132 2.953
H19 2.356 3.550 2.435
H20 1.738 3.760 4.098
S1 -2.697 3.850 -0.510
C18 -1.647 5.043 0.009
N2 -0.938 5.894 0.372